(1)
Density functional theory data (the ωB97M-V functional and the def2-TZVPD basis) for a cluster of 2 separate species, C4H9N2 in total.

```
15
Properties=species:S:1:pos:R:3:nbo_charge:R:1
H -1.08 -1.37 0.35 0.454
C -0.40 0.30 -0.73 -0.099
N -1.58 -0.55 -0.03 -0.699
H 1.59 2.23 0.95 0.252
H -0.89 2.52 -0.39 0.234
H -0.44 0.08 -1.82 0.248
H -2.37 -0.81 -0.61 0.441
H 2.51 -1.35 0.28 0.405
H -1.94 -0.04 0.73 0.431
N 1.79 -0.95 -0.38 -0.867
C 0.96 1.54 0.41 -0.129
H 2.40 -0.77 -1.25 0.398
C 0.97 0.03 0.11 0.048
H 0.47 -0.56 1.35 0.114
C -0.27 1.70 -0.23 -0.230
```

Gap between HOMO and LUMO (eV): 10.0
2S+1: 1
F_max (eV/A): 5.55
Net charge: +1
Energy above the lowest of the compared OMol25 structures with the same formula, charge and spin (kJ/mol): 386.9

=====

(2)
Density functional theory data (the ωB97M-V functional and the def2-TZVPD basis) for a structure of composition C4H9N2.

```
15
Properties=species:S:1:pos:R:3:nbo_charge:R:1
H -0.01 -1.88 0.06 0.228
N -0.62 -0.04 -0.80 -0.401
N 0.56 0.01 0.80 -0.393
C 0.34 -0.99 -0.27 0.007
C 1.48 0.15 1.86 -0.439
H 2.26 0.89 1.75 0.233
H -2.54 -0.44 -1.75 0.239
H 1.10 0.41 2.88 0.251
C -0.29 0.78 0.20 0.470
H 1.14 -1.13 -0.94 0.231
H -0.71 2.51 0.60 0.282
C -1.57 0.20 -1.81 -0.421
H 2.07 -0.82 1.75 0.241
H -1.13 0.16 -2.81 0.235
H -1.83 1.28 -1.68 0.236
```

Gap between HOMO and LUMO (eV): 9.2
2S+1: 1
F_max (eV/A): 4.72
Net charge: +1
Energy above the lowest of the compared OMol25 structures with the same formula, charge and spin (kJ/mol): 553.4

=====

(3)
Density functional theory data (the ωB97M-V functional and the def2-TZVPD basis) for a structure of composition C4H9N2.

```
15
Properties=species:S:1:pos:R:3:nbo_charge:R:1
N -1.01 0.21 0.00 -0.344
H 2.86 -0.12 -0.41 0.239
N 0.88 -0.46 0.08 -0.367
H -2.65 0.27 -1.21 0.226
H 0.78 1.60 -0.35 0.248
H -2.99 0.01 0.47 0.246
C -2.35 0.56 -0.17 -0.434
C -0.37 -0.80 0.55 0.388
C 2.25 -0.55 0.34 -0.442
H -2.58 1.65 -0.19 0.253
C 0.30 0.65 -0.63 -0.031
H 2.63 -0.06 1.22 0.222
H 2.65 -1.51 0.46 0.244
H 0.46 0.32 -1.69 0.248
H -0.86 -1.76 1.53 0.302
```

Gap between HOMO and LUMO (eV): 10.4
2S+1: 1
F_max (eV/A): 5.15
Net charge: +1
Energy above the lowest of the compared OMol25 structures with the same formula, charge and spin (kJ/mol): 394.4

=====

(4)
Density functional theory data (the ωB97M-V functional and the def2-TZVPD basis) for a cluster of 2 separate species, C4H9N2 in total.

```
15
Properties=species:S:1:pos:R:3:nbo_charge:R:1
C -3.24 0.04 -0.17 -0.851
H -3.01 -0.41 -1.12 0.212
H -2.99 1.09 -0.18 0.204
H 3.00 0.97 0.75 0.461
H 0.86 0.93 -0.89 0.282
N 2.80 0.43 -0.10 -0.682
C 1.33 0.19 -0.26 -0.199
H 0.77 -0.46 1.89 0.229
C 0.51 -0.31 0.85 0.064
C 0.78 -1.21 -0.60 0.181
H 3.29 -0.48 -0.03 0.463
N -0.29 -1.15 0.14 -0.266
H -2.69 -0.47 0.61 0.206
H 3.19 0.92 -0.92 0.465
H -4.30 -0.07 0.03 0.231
```

Gap between HOMO and LUMO (spin up / spin down) (eV): 9.2 / 9.2
2S+1: 1
F_max (eV/A): 1.97
Net charge: +1
Energy above the lowest of the compared OMol25 structures with the same formula, charge and spin (kJ/mol): 563.6

=====

(5)
Density functional theory data (the ωB97M-V functional and the def2-TZVPD basis) for a cluster of 2 separate species, C4H9N2 in total.

```
15
Properties=species:S:1:pos:R:3:nbo_charge:R:1
C -1.01 -1.73 1.07 0.277
H -0.56 -2.52 0.50 0.259
H 2.25 2.65 -1.42 0.234
H 0.77 2.06 -2.29 0.225
H 2.07 -0.20 -0.75 0.417
H -0.93 -0.09 2.36 0.238
C 0.14 0.37 -0.56 -0.114
C 1.73 1.69 -1.89 -0.454
H -0.71 0.98 -0.72 0.150
H 2.52 1.33 -2.60 0.234
N 1.32 0.59 -1.00 -0.513
N -2.20 -1.34 1.11 -0.457
H -1.06 -1.70 3.22 0.247
C -1.20 -1.11 2.25 -0.236
H -3.12 -1.00 0.72 0.493
```

Gap between HOMO and LUMO (eV): 7.8
2S+1: 1
F_max (eV/A): 6.21
Net charge: +1
Energy above the lowest of the compared OMol25 structures with the same formula, charge and spin (kJ/mol): 677.7

=====

(6)
Density functional theory data (the ωB97M-V functional and the def2-TZVPD basis) for a cluster of 2 separate species, C4H9N2O in total.

```
16
Properties=species:S:1:pos:R:3:nbo_charge:R:1
C -2.10 0.30 0.76 -0.271
O -1.45 0.15 -0.52 -0.235
N -0.59 1.13 -0.73 -0.312
H -1.02 -2.09 0.45 0.235
H -1.39 0.16 1.58 0.203
H 2.55 1.53 -0.15 0.296
H -2.51 1.31 0.82 0.241
N 0.69 -1.13 -0.11 -0.316
C -0.49 -1.61 -0.37 -0.058
H -0.34 1.10 -1.73 0.336
C 1.41 -0.19 0.01 0.583
H 3.46 -0.01 -0.18 0.291
H 2.76 0.60 1.34 0.300
H -2.90 -0.43 0.79 0.223
C 2.60 0.52 0.26 -0.755
H -0.64 -2.03 -1.35 0.240
```

Gap between HOMO and LUMO (spin up / spin down) (eV): 8.6 / 8.6
2S+1: 1
F_max (eV/A): 2.55
Net charge: +1
Energy above the lowest of the compared OMol25 structures with the same formula, charge and spin (kJ/mol): 659.4

=====

(7)
Density functional theory data (the ωB97M-V functional and the def2-TZVPD basis) for a cluster of 2 separate species, C4H9N2O in total.

```
16
Properties=species:S:1:pos:R:3:nbo_charge:R:1
H 1.20 -2.28 -0.90 0.225
C -1.81 0.39 0.99 -0.716
O 1.67 -0.51 0.02 -0.481
C 1.18 -1.90 0.12 -0.247
H 2.67 1.74 -0.56 0.431
H -2.83 0.49 -0.81 0.270
N 1.76 1.54 -0.87 -0.736
H -0.75 0.55 1.51 0.238
C 1.09 0.43 -0.67 0.719
H 0.13 -1.75 0.49 0.198
H 1.83 -2.42 0.90 0.247
C -1.79 0.44 -0.44 0.053
H -2.53 1.21 1.41 0.283
N -0.97 0.33 -1.37 -0.206
H -2.16 -0.59 1.45 0.288
H 1.30 2.32 -1.28 0.434
```

Gap between HOMO and LUMO (spin up / spin down) (eV): 9.5 / 9.5
2S+1: 1
F_max (eV/A): 5.14
Net charge: +1
Energy above the lowest of the compared OMol25 structures with the same formula, charge and spin (kJ/mol): 486.2

=====

(8)
Density functional theory data (the ωB97M-V functional and the def2-TZVPD basis) for a cluster of 2 separate species, C4H9N2O in total.

```
16
Properties=species:S:1:pos:R:3:nbo_charge:R:1
O -0.54 -3.83 0.63 -0.653
H -1.88 0.00 0.13 0.399
H -0.11 2.96 -2.00 0.260
C -0.84 -2.75 1.43 -0.004
H 1.85 2.99 -0.58 0.218
H 0.68 1.49 -2.62 0.278
H -0.89 -2.96 2.56 0.233
H -0.48 1.28 -1.42 0.229
C 0.26 1.98 -1.82 -0.679
C 1.14 2.12 -0.62 0.332
H 1.92 1.31 0.98 0.431
C -0.86 -1.49 0.96 0.340
N -0.96 -0.37 0.47 -0.709
H 0.35 0.61 0.36 0.439
H -0.78 -4.63 1.18 0.502
N 1.15 1.30 0.36 -0.617
```

Gap between HOMO and LUMO (eV): 8.0
2S+1: 1
F_max (eV/A): 4.46
Net charge: +1
Energy above the lowest of the compared OMol25 structures with the same formula, charge and spin (kJ/mol): 339.6

=====

Question: Which formula does entry 7 have?
Answer: C4H9N2O